1.
{"formula": "C34H34Cl60O4", "method": "ωB97M-V/def2-TZVPD", "species": ["Cl", "C", "Cl", "C", "H", "C", "C", "H", "Cl", "C", "Cl", "Cl", "C", "C", "Cl", "H", "C", "Cl", "C", "Cl", "Cl", "C", "Cl", "H", "Cl", "Cl", "O", "H", "H", "Cl", "H", "Cl", "H", "Cl", "Cl", "H", "H", "C", "Cl", "C", "Cl", "Cl", "H", "H", "Cl", "Cl", "O", "C", "Cl", "H", "Cl", "H", "H", "Cl", "O", "Cl", "H", "Cl", "C", "C", "C", "Cl", "Cl", "C", "H", "Cl", "Cl", "Cl", "C", "C", "C", "Cl", "C", "C", "H", "Cl", "C", "C", "Cl", "C", "Cl", "Cl", "Cl", "Cl", "H", "Cl", "Cl", "H", "H", "Cl", "H", "H", "Cl", "Cl", "Cl", "Cl", "Cl", "C", "C", "C", "C", "Cl", "H", "H", "Cl", "Cl", "Cl", "Cl", "C", "Cl", "H", "Cl", "H", "Cl", "O", "C", "C", "H", "H", "H", "Cl", "H", "Cl", "C", "Cl", "Cl", "C", "H", "H", "Cl", "Cl", "H"], "positions_angstrom": [[1.876, -3.448, 18.081], [1.462, -4.787, -11.231], [-4.096, -6.574, 9.862], [4.075, 1.901, 6.322], [-7.991, -7.108, -3.078], [-7.240, 6.196, -9.248], [-1.898, 0.886, -6.153], [2.950, -5.321, -8.135], [0.100, -1.575, 14.161], [-8.462, -7.762, -3.801], [9.755, 7.515, 3.983], [5.081, -6.209, -7.744], [2.250, 1.658, 8.033], [-0.750, 7.184, 3.620], [1.678, -2.165, -16.430], [7.640, 6.871, 4.756], [5.881, -2.319, 0.114], [-4.806, 2.587, -8.871], [1.396, 3.850, 3.085], [-0.375, 3.294, 0.024], [-5.607, -2.167, -5.657], [-1.230, 1.799, -0.369], [-5.927, -2.967, -0.197], [2.650, 2.528, 11.340], [0.972, -3.191, -10.654], [-1.082, 1.432, -2.086], [5.949, 4.816, 8.536], [-1.494, 7.896, 3.949], [-7.838, -4.287, -0.472], [-4.362, 1.491, -3.277], [0.511, 3.424, 3.573], [6.260, -0.606, 0.315], [3.013, 0.831, 2.796], [2.914, -5.334, -10.381], [1.287, -3.615, -3.968], [-7.998, 6.897, -8.926], [2.953, 3.303, 1.721], [2.719, 2.515, 10.254], [-6.594, -4.692, -2.419], [2.220, 2.767, 2.341], [2.033, -0.853, -3.497], [2.767, -2.855, -13.829], [1.576, 2.197, 1.672], [5.182, 5.414, -1.328], [1.715, -4.934, -15.556], [2.909, -5.843, -5.846], [3.485, 0.971, 5.498], [3.668, -5.240, -7.323], [0.063, 7.850, 2.200], [-4.430, 1.190, -10.711], [5.887, 4.528, 0.727], [-3.111, -5.062, 8.371], [-5.942, 1.528, -1.550], [-4.053, 0.564, -0.543], [3.626, 4.714, 10.124], [-0.616, 0.460, 0.607], [5.834, 4.592, 9.467], [8.591, 4.854, 4.037], [2.553, -3.381, -15.501], [2.468, 1.644, 4.668], [5.324, 3.818, 7.824], [-6.814, -5.841, -9.177], [-7.342, -4.990, -11.903], [-7.450, -4.551, -10.198], [2.830, -2.313, -5.146], [-9.944, -8.401, -3.085], [4.002, -3.765, 16.129], [0.869, -0.237, 11.697], [-4.287, 1.092, -9.643], [-6.785, -4.426, -0.680], [3.531, 2.262, 7.525], [3.204, 5.244, -0.086], [4.165, 3.243, 8.301], [-5.192, 0.819, -1.877], [1.977, 4.337, 3.877], [-8.032, 4.666, -9.633], [2.675, -2.739, 16.676], [4.780, 4.681, -0.641], [-2.572, 0.796, -9.338], [8.631, 6.440, 4.817], [0.399, 6.937, 4.937], [-0.444, 0.317, -5.323], [4.631, 3.143, -1.493], [7.335, -3.240, -0.281], [-2.280, 1.934, -0.139], [0.151, -5.950, -11.034], [-7.338, -9.068, -4.179], [-1.287, -0.773, 12.452], [5.188, -2.414, -0.711], [-7.661, -0.119, -5.753], [3.533, -3.507, -15.944], [1.597, 0.985, 4.700], [9.061, 6.282, 6.520], [4.014, -2.947, -3.227], [-0.490, -2.799, 11.596], [4.115, -3.536, -7.162], [-1.322, -5.729, 9.727], [-7.147, -1.689, -6.373], [2.131, 1.573, 9.532], [3.515, 3.618, 9.605], [-0.332, -1.281, 12.473], [-2.410, 2.456, -5.513], [6.810, 3.859, 6.269], [1.950, -2.667, 15.874], [-3.188, -0.306, -6.008], [3.257, -1.112, 17.046], [5.106, -2.962, 1.562], [-6.221, -5.828, 0.232], [2.573, -2.420, -4.101], [-8.380, -2.917, -6.072], [-1.670, 1.008, -7.207], [-5.254, -0.267, -9.075], [5.694, 2.135, 4.946], [-1.569, 5.675, 3.214], [1.348, 1.293, 7.302], [-2.999, -5.262, 9.428], [3.036, 1.824, 3.264], [1.051, 4.643, 2.415], [-7.015, -1.603, -7.441], [1.578, 0.761, 10.012], [-6.001, -0.685, -2.309], [1.695, -4.712, -12.285], [-6.086, 5.985, -7.929], [5.888, 3.423, 6.637], [-6.442, 6.861, -10.674], [-6.594, -3.035, -9.891], [5.264, 2.462, 5.884], [2.224, 2.577, 5.177], [-8.494, -4.406, -9.950], [-3.402, -3.790, 10.314], [-8.825, -6.814, -5.246], [4.093, 2.099, 3.307]], "mulliken_charge": [-0.1221, 0.5127, -0.1208, -0.1115, -0.1084, 0.0119, 0.1693, -0.0557, -0.1136, 0.4687, -0.1292, -0.1244, 0.2338, -0.0601, -0.1161, 0.2881, 0.5470, -0.0543, -1.0571, -0.0731, -0.0855, -0.0123, -0.0790, 0.3906, -0.0931, 0.0525, -0.5854, 0.3668, 0.3172, -0.0011, 0.3807, -0.0914, 0.2159, -0.1181, -0.1182, 0.3235, -0.6085, -0.2736, -0.0870, 1.0687, -0.1010, -0.1022, -0.0017, 0.3762, -0.1278, -0.1231, -0.5513, 0.4516, -0.1200, 0.3826, -0.0842, 0.2836, 0.3421, -0.2199, -0.5749, -0.1428, 0.2955, -0.1290, 0.0541, -0.5064, 0.6110, -0.1059, -0.1236, 0.0098, 0.0806, -0.1361, -0.1238, -0.1739, -0.2013, -0.0129, 0.5796, -0.0841, 1.0912, -0.1134, 0.3460, -0.1036, 0.4832, -0.1301, -0.1219, 0.0735, -0.1069, -0.0211, -0.0890, -0.1346, 0.2050, -0.1241, -0.1243, 0.2931, -0.1887, -0.1227, 0.2979, 0.4390, -0.1133, -0.0827, -0.0677, -0.1344, -0.1264, 0.5347, -0.2230, -0.1303, -0.0354, -0.1344, 0.3163, -0.1051, 0.0890, -0.1198, -0.1215, -0.1358, 0.1790, -0.1081, -0.0695, -0.0208, 0.5586, -0.0843, -0.5544, 0.0731, -0.7243, 0.1737, -0.2226, 0.2276, -0.0508, -0.1888, -0.1060, -0.9838, -0.1213, -0.0657, -0.3313, 0.2893, 0.2700, -0.1141, -0.1008, 0.1482], "total_charge": 0, "energy_ha": -29228.2742, "gap_ev": 8.037, "e_homo_ev": -8.853}


2.
{"formula": "C34H34FN4O7PV", "method": "ωB97M-V/def2-TZVPD", "species": ["H", "H", "N", "O", "H", "C", "H", "C", "C", "O", "H", "C", "C", "H", "H", "C", "C", "H", "C", "O", "H", "C", "H", "N", "H", "H", "C", "O", "H", "H", "H", "O", "C", "H", "C", "H", "C", "N", "C", "C", "H", "O", "C", "C", "C", "H", "P", "C", "H", "C", "C", "H", "C", "C", "C", "O", "H", "C", "C", "C", "H", "H", "C", "C", "H", "C", "N", "C", "H", "F", "V", "H", "H", "H", "C", "H", "C", "H", "H", "C", "H", "H"], "positions_angstrom": [[0.070, 3.956, 7.349], [-1.704, 1.509, 4.328], [1.834, -5.479, -5.991], [0.786, 4.250, 1.583], [-4.078, 7.242, 2.300], [0.333, -1.679, -3.456], [2.100, -5.137, 1.371], [-3.427, 6.673, 1.654], [-3.167, 7.102, 0.362], [-1.887, 0.422, 2.062], [0.040, -2.695, -6.378], [0.193, -2.996, 1.328], [0.868, -3.241, -5.910], [0.180, 0.086, -2.285], [1.685, -2.539, -5.749], [-0.070, 4.835, 5.400], [-0.883, 2.647, 5.947], [-0.323, -5.462, 1.202], [0.370, -3.073, -3.478], [-3.838, 0.280, 1.025], [-0.328, 5.460, 3.370], [1.686, -5.597, 0.477], [0.243, -6.886, -5.903], [0.513, -3.843, -4.643], [-1.072, 1.875, 6.678], [-3.663, 2.481, 2.929], [-3.170, 2.397, 1.957], [0.486, 0.261, 2.814], [-3.061, 5.146, 3.115], [-0.804, -5.322, -3.932], [-2.162, 6.688, -1.481], [-0.146, 0.347, 0.098], [-1.778, 5.174, -0.018], [1.750, -6.677, 0.583], [-0.476, 4.667, 4.088], [-0.239, -5.643, -0.546], [-0.274, -5.038, -4.840], [0.143, -3.720, 0.181], [-2.992, 0.904, 1.628], [-1.059, 3.464, 3.690], [0.399, 5.760, 5.702], [2.608, 0.220, 0.803], [-2.348, 6.354, -0.471], [-2.018, 4.764, 1.284], [0.022, -0.909, 0.156], [2.122, -4.023, -7.504], [-1.469, 3.161, 1.945], [0.342, -3.746, -2.252], [-3.618, 8.014, 0.000], [0.121, -1.669, -1.056], [1.328, -4.373, -6.845], [4.531, 2.211, 0.866], [0.232, -5.161, 0.313], [0.174, -1.635, 1.385], [0.714, -6.143, -5.260], [0.585, -1.762, 3.705], [-3.810, 2.869, 1.204], [1.666, 3.404, 1.525], [3.749, 2.229, 1.623], [2.575, 1.380, 1.157], [0.256, -3.549, 2.256], [2.287, -5.283, -0.373], [-1.259, 2.452, 4.629], [0.199, -3.080, -1.037], [0.448, -4.818, -2.270], [-2.862, 5.500, 2.112], [1.432, 2.124, 1.182], [-0.261, 3.825, 6.329], [1.132, -6.643, -4.386], [0.433, -0.963, -4.603], [-0.211, 1.224, 1.524], [3.563, 4.388, 1.229], [2.447, -5.045, -5.285], [2.376, -6.163, -6.528], [0.213, -0.991, -2.274], [-1.145, 4.573, -0.661], [0.404, -1.018, 2.758], [-1.031, -4.886, -5.621], [0.509, -4.752, -7.457], [3.136, 3.606, 1.854], [4.154, 1.791, 2.536], [3.196, 3.927, 2.895]], "lowdin_spin": [-0.0001, 0.0000, 0.0002, 0.0043, 0.0000, 0.0030, 0.0001, -0.0002, 0.0001, 0.0605, 0.0001, 0.0176, 0.0003, 0.0002, 0.0000, 0.0003, 0.0003, 0.0003, 0.0108, -0.0018, 0.0000, 0.0012, 0.0000, 0.0034, 0.0000, 0.0005, 0.0073, 0.0038, -0.0001, 0.0000, 0.0000, -0.0210, 0.0001, 0.0001, -0.0010, 0.0002, 0.0005, 0.0271, 0.0076, -0.0009, 0.0000, 0.0074, 0.0001, -0.0023, 0.0495, 0.0000, 0.0048, 0.0001, 0.0000, 0.0014, 0.0001, 0.0004, 0.0016, 0.0150, 0.0000, 0.0176, 0.0000, 0.0091, 0.0022, 0.0088, 0.0006, 0.0000, -0.0010, 0.0055, -0.0001, -0.0008, 0.0150, -0.0012, 0.0000, -0.0002, 1.7220, 0.0005, 0.0000, 0.0000, 0.0088, 0.0000, 0.0089, 0.0002, 0.0000, 0.0007, 0.0001, 0.0001], "total_charge": 1, "s_squared": 2.019, "energy_ha": -3446.8207, "multiplicity": 3, "gap_ev": [5.424, 6.556], "e_homo_ev": [-8.881, -10.018]}